Record 1
Molecular formula: C33H34N6O2PdSe
Method: DFT, ωB97M-V/def2-TZVPD

Output
Largest force on an atom in eV/A: 3.21
Frontier orbital gap (spin up / spin down) in eV: 5.8 / 5.7
2S+1: 1
Energy above the lowest of the compared OMol25 structures with the same formula, charge and spin in kJ/mol: 299.2
LUMO (spin up / spin down) in eV: -1.419 / -1.591

CARTESIAN COORDINATES (ANGSTROEM)
Pd  0.6813  0.2173  0.4650
Se  -0.1225  2.4287  1.2967
O  -1.8633  -1.9486  -2.0796
O  2.9918  -0.9511  1.5395
N  2.7748  2.3084  1.1814
N  0.8706  -2.9656  0.9206
N  -1.5275  -0.5237  1.1152
N  2.4586  -0.3317  -0.5939
N  1.9901  1.4410  3.0383
N  -0.1644  -0.6690  -1.1952
C  -3.4581  -0.8770  2.4595
C  2.6989  -3.6055  -0.4783
C  1.0826  2.5445  5.8005
C  2.4772  5.2868  0.6788
C  1.1232  0.7206  3.9762
C  2.0924  -0.7086  -1.9185
C  3.0858  -0.8482  -2.8758
C  2.5109  -1.2411  0.4401
C  3.3632  4.3368  -0.1270
C  -3.4431  -1.5668  0.1730
C  1.0234  -5.2062  0.0937
C  -1.3660  -1.2765  -1.1841
C  2.7554  -1.1587  -4.1878
C  5.5593  1.2426  3.9836
C  1.2229  5.7191  -0.0811
C  0.2878  1.6035  4.8883
C  -2.1438  -1.0944  0.0908
C  1.5662  3.8256  5.1166
C  5.2225  2.1713  1.7634
C  1.6227  1.8966  1.7966
C  4.2041  1.0873  4.1889
C  0.4225  -1.1623  -3.5763
C  2.8727  2.8903  -0.1552
C  0.3961  -4.2048  0.8213
C  -4.1096  -1.4608  1.3804
C  6.0626  1.7699  2.7803
C  1.4193  -1.3025  -4.5333
C  -2.1694  -0.4098  2.2745
C  3.8537  2.0362  1.9828
C  3.3585  1.4867  3.1587
C  0.7588  -0.8641  -2.2570
C  2.0029  -2.6745  0.2770
C  2.1989  -4.8948  -0.5659
H  -1.6392  0.0939  3.0767
H  7.1331  1.8569  2.6467
H  2.3338  3.6336  4.3633
H  1.1462  -1.5113  -5.5606
H  5.6157  2.5522  0.8305
H  0.5635  4.8697  -0.2757
H  6.2495  0.9408  4.7609
H  3.5398  2.2523  -0.7310
H  4.3835  4.3633  0.2584
H  2.7157  -5.6422  -1.1552
H  -3.9374  -0.7776  3.4254
H  -5.1236  -1.8273  1.4824
H  -0.5324  -4.4036  1.3484
H  1.4898  6.1728  -1.0409
H  1.7825  0.0921  4.5713
H  1.9945  4.5147  5.8479
H  0.4418  2.8239  6.6392
H  2.1885  4.8082  1.6212
H  3.8221  0.6637  5.1088
H  0.4982  0.0559  3.3929
H  1.8896  2.8222  -0.5985
H  0.7337  4.3340  4.6224
H  -0.6155  -1.2805  -3.8420
H  -3.8847  -2.0132  -0.7080
H  0.5949  -6.1999  0.0440
H  3.5321  -1.2725  -4.9335
H  -0.4079  2.1865  4.2830
H  -0.3074  0.9203  5.5008
H  4.1181  -0.7110  -2.5708
H  0.6519  6.4554  0.4901
H  1.9352  2.0067  6.2308
H  3.4098  4.6786  -1.1648
H  3.0608  6.1693  0.9490
H  3.6076  -3.3190  -0.9952

***

Record 2
Molecular formula: C2H3N3O
Method: DFT, ωB97M-V/def2-TZVPD

Output
Largest force on an atom in eV/A: 3.60
Frontier orbital gap (spin up / spin down) in eV: 7.3 / 7.2
2S+1: 1
Energy above the lowest of the compared OMol25 structures with the same formula, charge and spin in kJ/mol: 686.7
LUMO (spin up / spin down) in eV: -0.207 / -0.149

CARTESIAN COORDINATES (ANGSTROEM)
O  1.9517  -0.6837  0.4374
N  -1.4794  0.6786  -1.0815
N  1.9167  -0.5664  -0.8063
N  -0.2169  0.0300  0.8831
C  0.9913  -0.4164  1.2961
C  -0.5284  0.2188  -0.2987
H  -2.3979  0.8808  -0.7058
H  1.2012  -0.5737  2.3350
H  -1.4383  0.4321  -2.0593

***

Record 3
Molecular formula: C4H9NO
Method: DFT, ωB97M-V/def2-TZVPD

Output
Largest force on an atom in eV/A: 1.74
Net charge: +1
Frontier orbital gap (spin up / spin down) in eV: 9.2 / 7.8
2S+1: 2
Energy above the lowest of the compared OMol25 structures with the same formula, charge and spin in kJ/mol: 307.2
LUMO (spin up / spin down) in eV: -5.571 / -7.038

CARTESIAN COORDINATES (ANGSTROEM)
O  -0.0942  0.8057  0.6690
N  -0.4773  -0.0672  2.7056
C  0.1623  -1.5152  0.8625
C  -0.3652  -0.9117  -1.4526
C  0.4002  -1.6459  -0.5492
C  -0.1377  -0.1678  1.3902
H  -0.5127  -0.9163  3.2682
H  0.3157  5.5303  -3.1549
H  0.5116  4.8566  -2.9045
H  -0.0136  -2.3814  1.4717
H  -0.0068  0.7058  3.1682
H  -0.4416  -1.2889  -2.4665
H  1.2334  -2.2496  -0.8862
H  -1.2384  -0.3608  -1.1316
H  0.6641  -0.3936  -0.9900

***

Record 4
Molecular formula: C8H68NO29S
Method: DFT, ωB97M-V/def2-TZVPD

Output
Largest force on an atom in eV/A: 7.42
Net charge: +1
Frontier orbital gap in eV: 8.3
2S+1: 1
LUMO in eV: -3.556

CARTESIAN COORDINATES (ANGSTROEM)
S  0.7636  2.6151  4.9063
O  -4.3426  -0.2501  -0.0198
O  0.5444  0.2830  -2.7131
O  4.6404  -0.3995  -9.0152
O  4.9454  0.5969  8.7207
O  2.0264  3.3032  -3.7178
O  -1.1324  0.8258  -5.2274
O  -6.2646  -0.0713  4.9744
O  -6.0944  1.1806  -8.4982
O  3.3297  0.2565  -4.2203
O  5.8215  -0.2027  -6.3098
O  1.1580  4.0607  4.6094
O  1.8929  1.0613  8.2728
O  2.4450  -3.1948  -2.7383
O  -1.7753  -3.0373  6.6665
O  2.2732  -2.8049  0.6336
O  -3.6987  0.3079  -2.9659
O  4.1922  1.7377  5.4663
O  0.1640  2.5741  6.3237
O  1.2575  -3.6969  -5.4596
O  4.2570  -4.1522  -6.2554
O  -3.1844  1.8533  -6.8507
O  -4.7805  3.5246  0.1757
O  0.4457  -4.8634  2.7747
O  3.3939  1.8554  2.1248
O  2.6610  -1.5467  -6.2874
O  -3.2925  -2.8049  -3.0894
O  -4.1373  -0.0662  3.0905
O  -6.8188  1.0809  0.5806
O  0.2278  4.6273  -1.2985
N  0.3434  -1.4482  4.6593
C  -0.6070  2.1402  3.7453
C  -0.6485  0.9977  0.4650
C  -1.8066  1.4619  0.0104
C  -0.8086  -0.4435  4.8137
C  0.2116  -0.2640  2.5546
C  -0.7895  0.5502  3.5369
C  0.7090  0.4571  1.1933
C  1.2890  -0.8984  3.5921
H  1.1916  -0.3647  0.5279
H  -3.2224  -2.6185  -2.1445
H  1.8421  -1.9746  -6.5744
H  4.0737  -0.8069  -9.6832
H  -3.8556  1.1730  -6.9943
H  -1.5906  2.5693  4.2037
H  2.9619  -3.8558  -2.2594
H  -3.8175  -0.0971  -2.0950
H  1.4525  1.3382  1.3700
H  4.0237  2.2527  1.5080
H  1.8714  1.7650  4.8759
H  2.6841  3.9636  -3.9725
H  2.3058  1.7485  8.8129
H  1.7541  -3.4028  1.1904
H  -6.4051  1.7700  1.1177
H  0.7815  5.3145  -0.9057
H  -0.1199  -5.2750  2.1069
H  -0.3616  -1.2085  2.1917
H  -5.5384  1.8678  -8.1062
H  2.5170  2.4685  -3.7265
H  -0.5061  1.2248  -5.8466
H  4.2640  1.9214  6.4143
H  2.8968  -2.3948  1.2476
H  -2.9582  1.6263  -0.0160
H  2.3120  -2.4889  -2.0921
H  -4.7924  -0.7578  2.9286
H  2.5109  -0.1705  -4.5064
H  -1.7995  0.4775  2.9597
H  1.4857  0.2429  -2.4941
H  3.9387  2.5887  5.0809
H  3.3979  -4.5240  -6.0086
H  -4.9979  -0.9417  -0.1825
H  2.1088  -0.2074  4.0497
H  1.4371  1.5553  7.5764
H  -4.3538  3.3309  -0.6701
H  3.3464  -1.9745  -6.8176
H  -0.6159  0.7023  -4.4188
H  -1.2660  -3.1544  7.4806
H  -2.7940  0.6476  -2.9448
H  -7.2716  1.5703  -0.1185
H  4.7778  -1.1019  -8.3655
H  -1.7483  -1.0975  4.5987
H  -3.5543  -1.9566  -3.4764
H  -6.3506  0.1147  5.9191
H  4.0143  -0.1721  -4.7530
H  -1.1438  -2.6460  6.0492
H  6.2341  0.4839  -5.7696
H  -0.8352  0.0454  5.8527
H  -4.2256  4.2136  0.5650
H  0.7640  -1.8471  5.5169
H  0.6556  4.4376  -2.1457
H  -2.6356  1.4938  -6.1370
H  4.0004  0.7808  8.8065
H  0.5808  -5.5620  3.4292
H  1.7897  -1.7555  2.9798
H  4.7545  -4.1428  -5.4274
H  5.3678  0.2907  -7.0088
H  0.7406  -4.2944  -4.9034
H  3.9070  1.7316  2.9354
H  1.8831  -3.2864  -4.8446
H  -6.9199  -0.7631  4.8121
H  4.9811  -0.3402  8.4889
H  0.1516  0.7671  -1.9723
H  -0.1717  -2.2431  4.2062
H  -4.2246  0.1199  4.0350
H  -4.4276  -0.0656  0.9260
H  -5.6699  0.9915  -9.3453
H  -0.3975  2.6960  2.7392

***

Record 5
Molecular formula: C24H18Cl3N6NiO4
Method: DFT, ωB97M-V/def2-TZVPD

Output
Largest force on an atom in eV/A: 1.05
Net charge: -1
Frontier orbital gap (spin up / spin down) in eV: 6.8 / 6.8
2S+1: 1
LUMO (spin up / spin down) in eV: 2.390 / 2.390

CARTESIAN COORDINATES (ANGSTROEM)
Ni  -0.6319  0.1842  0.5789
Cl  1.4415  2.4219  6.6260
Cl  0.2017  5.0007  5.2310
Cl  -2.4868  -4.2380  0.9997
O  -0.5773  -2.5686  -1.8540
O  -1.0620  -1.7199  0.1661
O  -1.8110  3.9739  0.7122
O  1.3436  -1.5017  3.8131
N  -0.8108  1.9287  1.2098
N  1.0949  0.9905  -3.3806
N  0.8303  0.8558  -1.1977
N  1.6964  -1.7900  0.3441
N  0.3720  -0.1365  2.2274
N  -1.9733  0.7442  -0.7100
C  0.8141  0.1866  -2.3240
C  -0.2639  2.1558  2.4698
C  -3.3420  0.6186  -2.6447
C  1.5366  -2.2036  1.6020
C  1.9420  -3.4664  2.0294
C  0.2459  3.4632  4.4166
C  2.7227  -3.8797  -0.1902
C  1.0306  -1.2247  2.6513
C  2.5386  -4.3170  1.1152
C  -3.5890  1.9814  -2.5794
C  -2.5219  0.0334  -1.6946
C  1.1315  2.1517  -1.5296
C  -2.2096  2.0595  -0.6461
C  0.8239  1.1237  4.3508
C  -1.1086  -4.0707  -0.1250
C  0.3208  1.0023  3.0562
C  -3.0122  2.7174  -1.5597
C  2.2812  -2.6063  -0.5213
C  1.1394  0.5849  -4.7675
C  0.7876  2.3446  5.0137
C  -0.2867  3.3704  3.1383
C  -1.5700  2.7807  0.5189
C  -0.9079  -2.6522  -0.6594
C  1.3011  2.2565  -2.8797
H  -3.1544  3.7814  -1.4345
H  3.1894  -4.5095  -0.9368
H  0.3352  -0.1202  -4.9701
H  -4.2232  2.4599  -3.3155
H  1.0035  1.4594  -5.4007
H  -3.7710  0.0037  -3.4241
H  0.5200  -0.8573  -2.4228
H  -1.2626  -4.7581  -0.9485
H  2.3901  -2.2311  -1.5348
H  -2.2709  -1.0175  -1.7262
H  -0.7264  4.2316  2.6628
H  -0.2127  -4.3473  0.4298
H  1.2466  0.2677  4.8451
H  2.0918  0.1150  -5.0151
H  2.8618  -5.3070  1.4152
H  1.5526  3.0863  -3.5177
H  1.7983  -3.7348  3.0657
H  1.2004  2.9228  -0.7791

***

Record 6
Molecular formula: C2H2FI3
Method: DFT, ωB97M-V/def2-TZVPD

Output
Largest force on an atom in eV/A: 2.45
Frontier orbital gap in eV: 6.7
2S+1: 1
Energy above the lowest of the compared OMol25 structures with the same formula, charge and spin in kJ/mol: 84.6
LUMO in eV: -2.063

CARTESIAN COORDINATES (ANGSTROEM)
I  0.7856  -2.0373  2.4711
I  -0.0224  0.6219  1.5456
I  -0.6781  3.4025  1.1264
F  -0.9897  -1.5796  -0.3307
C  0.4260  0.2532  -0.5200
C  -0.2380  -0.7704  -1.0720
H  0.9994  1.0685  -1.1155
H  -0.2828  -0.9587  -2.1050

***

Record 7
Molecular formula: C7H7Br2NO3Pd
Method: DFT, ωB97M-V/def2-TZVPD

Output
Largest force on an atom in eV/A: 1.62
Frontier orbital gap (spin up / spin down) in eV: 8.9 / 7.3
2S+1: 3
Energy above the lowest of the compared OMol25 structures with the same formula, charge and spin in kJ/mol: 0.0
LUMO (spin up / spin down) in eV: -0.436 / -2.038

CARTESIAN COORDINATES (ANGSTROEM)
Pd  1.6992  0.8078  0.0613
Br  3.9809  1.0868  -0.8663
Br  -0.4583  1.7883  -2.7405
O  2.0714  -1.3391  -0.2491
O  1.0264  0.1041  1.8668
O  -0.7651  -0.3666  3.1110
N  -0.5444  1.0445  -0.1330
C  -1.1461  0.6052  1.0061
C  -2.7218  1.2905  -1.0734
C  -1.3293  1.3480  -1.1352
C  -0.2366  0.0891  2.1177
C  3.0759  -2.1518  -0.9518
C  -2.4911  0.5843  1.1859
C  -3.2837  0.9107  0.1051
H  -4.3455  0.9904  0.2736
H  4.0985  -1.9095  -0.6080
H  -2.8843  0.3295  2.1275
H  1.7418  -1.7353  0.5766
H  -3.3298  1.5797  -1.9239
H  2.9822  -1.8868  -2.0142
H  2.8598  -3.1698  -0.7361

***

Record 8
Molecular formula: ArH24O12
Method: DFT, ωB97M-V/def2-TZVPD

Output
Largest force on an atom in eV/A: 0.98
Frontier orbital gap in eV: 10.2
2S+1: 1
Energy above the lowest of the compared OMol25 structures with the same formula, charge and spin in kJ/mol: 126.6
LUMO in eV: -0.517

CARTESIAN COORDINATES (ANGSTROEM)
Ar  0.4330  -0.0977  -0.5062
O  1.8260  1.2092  1.7260
O  2.2164  3.3075  -0.8651
O  -2.3130  -3.1544  0.3091
O  -2.7202  1.3652  0.1277
O  -1.4868  -1.1473  2.0241
O  -0.3896  2.7865  -1.0524
O  -1.0511  1.3632  2.4197
O  0.0646  -3.4396  2.4500
O  -2.2770  -1.1734  -1.7103
O  3.9598  0.3549  0.0845
O  2.5240  -0.4399  -3.3313
O  0.0646  -1.9932  -2.9444
H  -2.0215  -2.4911  0.9345
H  -0.5418  -3.8782  3.0467
H  -1.2998  -0.2514  1.7438
H  1.6553  1.9692  1.1697
H  -0.5691  -1.6851  -2.2965
H  -2.3871  -1.1146  2.3476
H  -1.1282  1.0789  3.3304
H  1.5890  -0.4857  -3.1315
H  2.7449  4.1025  -0.7956
H  0.5551  2.9368  -1.0181
H  2.6146  -0.9040  -4.1636
H  2.7466  2.7123  -1.3950
H  -1.3439  2.2745  2.4272
H  0.6718  -2.5396  -2.4453
H  -2.3491  -1.9852  -1.2083
H  -1.8351  -3.9455  0.5581
H  3.9012  0.8355  -0.7412
H  -0.3719  -2.6179  2.2253
H  -2.8375  1.5432  1.0608
H  3.0679  0.3651  0.4320
H  -1.8499  1.7086  -0.0746
H  -2.3328  -0.4793  -1.0535
H  -0.5934  2.7524  -1.9870
H  1.0639  1.1580  2.3029

***

- Look up the 2S+1 of the fourth one.
  1

***

- Which value of largest force on an atom does entry 7 give?
  1.62 eV/A

***

- Number 1 is which compound?
  C33H34N6O2PdSe